Record 1
Here is a molecular structure, C24H47MnN4O5S at a distorted geometry from the Open Molecules 2025 dataset. Energies are from ωB97M-V/def2-TZVPD.

Geometry as XYZ:
```
82
C24H47MnN4O5S (ωB97M-V/def2-TZVPD)
Mn 0.19601 -0.14472 0.27622
H 2.32560 0.88511 2.87133
H -1.66830 -1.43927 -2.80703
N -0.67431 -1.88958 -0.96018
H -3.29671 2.96081 -0.80128
H -1.63245 -0.17199 0.57731
C 2.53750 2.51412 -4.02200
H 2.29393 -1.05648 2.72116
C 1.27449 -1.42662 2.78552
O -3.69272 -2.46428 0.90961
H 1.21364 -1.51777 -3.14794
C 1.53325 -1.85558 -2.15936
H 3.19698 -1.58600 0.20524
H -1.46319 -3.71435 -0.22629
C 1.80112 -4.23916 1.89377
H 2.43355 -2.45445 -2.29831
H 0.17784 3.94943 -3.86021
H -4.78376 1.56227 1.46165
C 1.13735 2.08340 -4.45509
C -1.20729 -0.92118 -1.95647
H -2.93666 2.09405 2.81579
O 0.33787 1.48431 -1.37165
H 3.24840 3.12544 -2.01214
C 3.17995 -2.57858 0.64666
N 0.26284 0.85308 2.32847
H -4.65561 1.12298 -0.23808
C -4.18591 1.00171 0.74132
O 2.23615 0.35314 0.32152
N -1.86818 0.68634 -0.09106
H -0.96773 1.20659 -0.30097
H 2.72243 3.53909 -4.35063
H 2.23685 -5.11640 1.40730
S 0.88905 2.83561 -1.89400
H -3.28070 3.65660 0.81414
H 0.99635 1.01386 -4.26931
C 1.74966 -3.06454 0.90979
H 3.69414 -3.27484 -0.02077
H -0.69874 -0.75278 3.29247
O -1.77931 -1.39349 1.43589
H -3.20611 -0.54758 -1.15004
C 1.63407 1.49558 2.29897
H 1.81389 -0.98470 -1.56163
H -0.82769 2.52143 -3.52102
C -1.81094 -2.72867 -0.52236
H -0.02816 -2.35775 1.59032
C 2.55467 2.44062 -2.49499
H -0.91177 1.78624 3.80352
H 1.64982 2.49518 2.70927
C -0.48921 3.28339 2.34856
H 0.05552 -3.39681 -2.23229
H -2.54307 0.77093 -2.11682
H 0.14332 3.74886 3.10208
C -0.83469 1.83468 2.71368
C 0.19515 2.89325 -3.57140
H 2.73289 1.43595 -2.10975
H 0.31507 -4.33747 -0.05716
H 1.24939 -2.19713 3.55942
C -2.30652 0.01605 -1.37283
O 2.29003 2.62073 0.31756
H -4.21636 -0.05284 1.03090
H 1.82929 -4.22105 -0.89137
H 3.75261 -2.54135 1.57705
C 0.29963 -0.32981 3.24026
H -2.52604 -2.87388 -1.33432
C -2.76998 1.56276 0.76042
H -1.40591 3.87089 2.30654
H 0.96141 2.26501 -5.51482
H 2.41858 -4.00954 2.76384
H -0.39249 -0.32645 -2.34275
H -1.75123 3.34086 -0.02192
H 0.02544 3.36982 1.38756
C 0.46353 -2.71374 -1.47688
N 0.89845 -1.96599 1.46193
C -2.76045 2.96324 0.15252
H 3.31587 1.88317 -4.44906
C 1.07353 -3.62101 -0.38092
C 2.10966 1.53272 0.85216
H 0.79587 -4.50802 2.23841
C -2.26562 1.45629 2.23711
C -2.53361 -2.16803 0.70252
H 0.58981 -0.00566 4.24494
H -2.47103 0.43398 2.55045
```

Properties
Net charge: +1
Highest occupied orbital energy (spin up / spin down), eV: -11.37 / -12.12
Multiplicity: 6
Frontier orbital gap (spin up / spin down), eV: 9.41 / 10.15
LUMO energy (spin up / spin down), eV: -2.0 / -2.0

Record 2
Here is 8 unconnected molecules or ions with the total composition C24H47N8O11 at a distorted geometry from the Open Molecules 2025 dataset. Energies are from ωB97M-V/def2-TZVPD.

Geometry as XYZ:
```
90
C24H47N8O11 (ωB97M-V/def2-TZVPD)
C -33.31685 -17.80414 3.55126
H -32.39359 -15.44980 3.37622
H -33.94454 -18.75201 3.42458
C -40.25995 -17.84521 1.62718
H -40.48250 -17.88923 0.61607
N -31.48735 -22.48646 -2.46724
C -33.32743 -17.66106 1.13671
H -31.25052 -15.92926 2.09244
H -37.60410 -20.46916 5.36714
H -32.19623 -20.72232 -2.42030
H -37.90454 -18.95846 3.96685
H -29.91279 -21.27607 4.71640
C -30.21140 -22.95322 -2.59215
H -33.80107 -25.19809 1.23137
H -31.14762 -20.22419 1.36584
H -38.33172 -21.04616 6.99307
H -32.76011 -15.19781 1.56171
C -32.29467 -15.78005 2.31825
H -34.15652 -23.75302 0.29202
O -39.24416 -23.10962 3.14603
H -32.45241 -18.32422 3.85882
C -34.33829 -24.45835 0.97654
H -32.72531 -21.77538 -0.98038
C -36.12151 -26.15854 1.06003
H -30.06537 -23.82886 -3.34422
H -32.94039 -23.98343 -2.64440
C -39.78592 -18.12538 4.74772
N -35.55854 -19.68018 -3.52221
H -34.73564 -19.57833 -1.87939
H -28.39316 -21.16457 3.80435
N -30.34609 -21.31919 2.72074
C -38.82695 -18.50754 3.78807
H -39.68030 -18.15175 5.91004
O -36.18037 -20.03597 0.51578
H -36.76842 -21.93772 6.46536
H -31.15447 -20.84014 -0.91989
H -31.06452 -22.88491 1.48172
H -34.58010 -18.01465 -2.64708
O -34.54260 -21.06525 1.25540
H -40.12035 -23.82504 5.22203
H -33.43531 -17.12678 4.46131
H -35.35907 -26.76809 1.68967
C -31.94086 -21.33588 -1.57346
H -36.99281 -26.22303 1.57232
H -36.46078 -21.61131 -3.68757
H -35.60318 -20.18169 -5.58086
C -36.68309 -23.84733 0.43518
H -36.36530 -26.63482 0.04504
H -34.13028 -18.44824 1.10795
N -42.41994 -16.52560 2.18099
H -33.38802 -22.54770 -3.31310
H -36.67835 -20.88752 -2.30942
O -37.80793 -24.15577 0.05368
C -41.29511 -17.21089 2.62802
O -35.88687 -20.23017 2.69392
H -35.98482 -18.30268 -1.80514
N -33.00115 -17.05847 2.21707
C -30.52499 -20.20083 2.19781
H -32.48252 -22.14466 2.58328
C -39.72254 -23.02430 6.04431
C -39.00634 -18.43707 2.24445
O -34.19928 -18.67613 -5.06909
H -36.26564 -22.73037 0.51309
O -32.95453 -17.24258 0.04867
H -32.23450 -23.61772 -3.95922
O -29.32436 -22.30139 -1.96635
C -35.22877 -18.87005 -2.36054
H -39.59435 -23.54640 7.14390
C -37.82873 -21.39869 6.04136
H -31.29618 -23.12408 3.16219
C -41.03748 -17.51043 4.21211
N -35.60670 -20.58246 1.48809
H -38.12778 -18.85696 1.43520
H -40.53071 -22.24962 6.15451
H -37.35963 -20.38787 -3.70636
C -29.40268 -21.52534 3.85216
C -36.53156 -20.64347 -3.23680
N -38.68264 -22.25930 5.30208
H -34.25863 -23.81621 2.04297
C -34.97629 -19.59379 -4.74196
C -38.53369 -22.41061 3.84343
O -42.52328 -16.16106 0.87618
H -37.75993 -21.86286 3.33788
O -43.15744 -15.99684 2.94314
H -41.83001 -17.19369 4.95177
N -35.76027 -24.75353 0.85238
C -32.62257 -23.22572 -3.07892
C -31.31228 -22.45838 2.43470
H -29.03433 -22.59650 3.82959
O -29.84389 -19.13421 2.48980
```

Properties
Net charge: -1
Highest occupied orbital energy, eV: -6.49
Frontier orbital gap, eV: 7.03
LUMO energy, eV: 0.5

Record 3
Here is 2 unconnected molecules or ions with the total composition C24H47O2Si4 at a distorted geometry from the Open Molecules 2025 dataset. Energies are from ωB97M-V/def2-TZVPD.

Geometry as XYZ:
```
77
C24H47O2Si4 (ωB97M-V/def2-TZVPD)
H -3.75550 -2.51053 0.53822
O 1.34759 -1.16462 3.18098
H -3.70220 -3.41144 4.66070
H -2.36812 3.23370 -3.80120
C -2.83035 -0.23843 3.82273
Si -0.51573 2.79820 -2.25289
H 3.09826 -2.25536 2.75284
C -1.50927 -0.42583 3.44787
C -1.75017 -2.80782 3.99223
H 0.10070 0.68199 1.24054
H 3.80442 2.08041 -4.91846
H 2.43546 3.83336 -0.24257
H 3.58503 -1.08126 -4.73058
H -2.46769 -1.61608 1.36100
C -2.30524 -1.59777 -0.78908
H 0.76159 -3.10236 3.36501
Si 0.80405 0.87376 -1.90129
C -2.68464 -2.27388 0.50851
H -3.28132 0.75303 3.76124
H 2.39635 -1.78366 -3.61411
C 0.88152 1.45388 1.31532
C -1.86594 -3.55260 0.62197
H -2.89824 -0.69221 -0.96076
H 1.57785 0.20847 -6.22005
H -5.72559 -1.56234 3.93131
C -3.61888 -1.29964 4.28494
H 1.40591 1.30438 2.26996
C 0.03468 -1.96806 0.01840
H -0.88212 2.95693 -4.74507
O -0.50138 -0.27563 -1.60225
H -2.10799 -4.23081 -0.21027
H -1.27797 -3.79125 4.06978
H 4.28915 0.08343 -0.36131
H 1.31062 4.37084 -3.01447
H 0.10847 0.01976 -5.23853
C -0.35251 -3.27379 0.58616
H 0.89661 4.64929 -1.30684
H -2.33898 1.88114 -0.78620
H 0.39713 2.43988 1.31673
H 3.81793 0.19212 1.34790
H 3.71533 3.00615 -1.15584
C 2.68223 -1.59648 3.52837
H 2.75293 3.12805 -3.93948
H -2.47689 -2.30772 -1.61202
H 0.11187 -4.10950 0.03592
H -2.11500 -4.08366 1.54436
C 0.99667 0.64666 -5.39469
C 3.27069 2.16182 -3.95998
H -2.46722 3.63641 -1.04292
H -1.76614 1.57883 -4.05515
C 3.06443 -0.92597 -3.77343
Si 2.09458 0.68664 -3.86073
H -0.88592 0.40342 3.11415
H 3.75902 3.03367 0.62022
H 4.01472 2.15040 -3.15400
C 3.09458 2.95926 -0.25323
H 2.66150 -2.16562 4.46775
H -0.21196 5.18797 -2.58605
C -0.84212 -1.27084 -0.75649
H -1.30760 2.98820 0.14326
C -3.06633 -2.58319 4.34314
C -1.45931 2.61786 -3.87525
C 0.40067 -2.07311 3.19044
H 3.81212 -0.92661 -2.96947
H 0.65669 1.64182 -5.70779
C 0.48780 4.39211 -2.29031
H -5.32281 -0.07877 4.80841
C 3.43868 0.01352 0.33062
H 0.04724 -3.30935 1.60666
C -1.76243 2.81593 -0.83901
H 1.07706 -1.65031 0.09074
H 3.05589 -1.01332 0.29785
Si 2.15923 1.33590 -0.06088
C -5.05265 -1.12887 4.68304
C -0.95166 -1.73352 3.52795
H -5.24940 -1.64636 5.63026
H 3.27002 -0.68064 3.62519
```

Properties
Net charge: +1
Highest occupied orbital energy, eV: -10.01
Frontier orbital gap, eV: 4.95
LUMO energy, eV: -5.1